A structure of composition C47H44As2F6N7O7RbS3 at a distorted geometry, computed with the ωB97M-V functional and the def2-TZVPD basis.

- charge = -2
- energy above the lowest of the compared OMol25 structures with the same formula, charge and spin (eV) = 3.521
- strongest force on any atom (eV/A) = 2.8
- frontier orbital gap (eV) = 6.65
- E_LUMO (eV) = 3.678

```
117
Properties=species:S:1:pos:R:3:forces:R:3
Rb 1.803 -0.729 -1.120 -2.085 1.801 -0.490
O 1.077 2.156 -4.599 -0.118 -0.151 -0.182
C 0.678 1.438 -3.646 0.050 0.545 0.293
N 0.807 1.621 -2.351 0.007 -0.090 -0.049
C 1.498 2.837 -1.978 -0.180 0.035 -0.317
C 2.588 2.635 -0.958 0.038 0.217 -0.043
C 3.736 3.428 -0.965 0.064 -0.016 0.087
C 4.687 3.248 0.026 -0.049 -0.070 0.058
C 4.478 2.277 0.995 -0.021 0.109 -0.037
C 3.306 1.542 0.930 0.154 0.109 0.256
N 2.388 1.722 -0.012 -0.125 0.179 0.268
C -0.177 0.235 -4.002 -0.059 0.013 -0.310
C -0.964 0.313 -5.155 -0.013 -0.071 -0.057
C -1.814 -0.731 -5.465 0.051 -0.022 0.065
C -1.835 -1.847 -4.637 0.025 -0.035 -0.054
C -0.988 -1.858 -3.542 -0.030 -0.074 -0.044
N -0.187 -0.845 -3.222 -0.081 0.022 -0.005
H 0.770 3.523 -1.513 0.069 0.035 -0.054
H 1.912 3.340 -2.861 0.013 0.071 0.114
H 3.874 4.175 -1.735 -0.031 -0.031 -0.059
H 5.583 3.858 0.048 0.021 -0.010 -0.051
H 5.192 2.101 1.788 0.020 -0.043 -0.016
H 3.071 0.799 1.687 0.071 -0.047 -0.042
H -0.882 1.196 -5.772 0.027 0.034 0.041
H -2.462 -0.677 -6.333 0.014 -0.010 -0.020
H -2.491 -2.685 -4.833 0.007 -0.017 0.024
H -0.960 -2.708 -2.865 -0.028 -0.020 -0.023
C -2.997 1.439 2.730 -0.008 -0.202 0.032
C -3.656 0.058 2.702 0.162 0.042 -0.055
As -2.682 -1.341 1.593 -0.469 0.239 0.511
C -3.605 -0.849 -0.053 0.161 0.038 -0.339
C -2.845 -0.420 -1.142 0.199 -0.175 0.135
C -3.467 0.085 -2.276 -0.009 0.015 -0.063
C -4.850 0.138 -2.348 0.060 0.067 -0.051
C -5.615 -0.314 -1.282 -0.087 -0.016 0.037
C -4.994 -0.796 -0.141 -0.018 0.044 0.044
C -3.881 -2.776 2.215 0.009 -0.182 -0.041
C -4.026 -3.048 3.573 0.134 0.225 -0.028
C -4.760 -4.138 4.019 -0.024 -0.120 0.071
C -5.354 -4.994 3.105 0.007 0.017 0.013
C -5.218 -4.739 1.747 -0.057 -0.010 0.033
C -4.489 -3.646 1.311 -0.040 0.122 -0.125
As -3.053 2.429 1.020 -0.295 0.148 0.237
C -2.262 4.052 1.797 0.072 0.041 -0.015
C -2.912 5.265 1.997 -0.114 -0.081 -0.018
C -2.235 6.347 2.544 0.021 0.067 0.008
C -0.898 6.232 2.895 0.004 0.028 0.017
C -0.239 5.028 2.691 0.058 0.010 0.040
C -0.917 3.951 2.143 0.052 -0.025 -0.082
C -4.924 3.063 1.089 0.048 -0.041 -0.203
C -5.332 3.863 0.020 0.151 -0.106 -0.019
C -6.602 4.416 -0.024 -0.046 0.047 0.009
C -7.503 4.160 1.000 -0.010 0.014 -0.008
C -7.125 3.341 2.054 -0.051 0.043 -0.013
C -5.846 2.800 2.095 0.132 -0.090 0.136
H -1.940 1.347 2.991 0.033 0.028 -0.051
H -3.456 2.066 3.501 0.042 0.049 -0.060
H -4.686 0.137 2.342 0.030 -0.147 0.028
H -3.704 -0.315 3.732 0.033 -0.053 -0.119
H -1.753 -0.471 -1.129 -0.328 0.079 0.154
H -2.865 0.442 -3.102 0.029 -0.018 0.022
H -5.327 0.536 -3.235 -0.024 -0.009 -0.004
H -6.698 -0.288 -1.331 0.002 0.032 -0.015
H -5.604 -1.129 0.692 0.021 -0.021 0.002
H -3.550 -2.403 4.306 -0.010 -0.035 0.031
H -4.855 -4.330 5.081 0.021 0.023 0.006
H -5.905 -5.862 3.447 -0.030 0.018 0.007
H -5.670 -5.408 1.024 0.019 0.015 -0.019
H -4.358 -3.469 0.252 -0.022 -0.089 0.033
H -3.956 5.374 1.728 0.019 0.002 0.032
H -2.754 7.286 2.697 -0.013 -0.019 -0.013
H -0.372 7.078 3.320 0.001 -0.013 -0.003
H 0.807 4.924 2.953 0.008 -0.002 -0.009
H -0.389 3.022 1.965 0.120 -0.056 0.024
H -4.625 4.053 -0.782 -0.072 0.038 -0.037
H -6.891 5.051 -0.853 0.018 -0.016 -0.016
H -8.494 4.597 0.979 -0.007 -0.025 -0.019
H -7.827 3.129 2.852 0.021 -0.020 0.001
H -5.572 2.169 2.932 0.009 0.023 -0.004
O 2.030 -3.268 -1.380 0.697 -0.843 0.644
C 1.332 -4.209 -0.601 -1.364 -0.633 -0.328
C 0.810 -5.448 -1.367 0.215 0.263 0.045
C -0.694 -5.395 -1.142 0.115 0.184 0.133
C -0.863 -4.220 -0.148 0.053 -0.321 -0.147
O -1.987 -3.912 0.286 0.130 0.004 -0.092
N 0.295 -3.652 0.145 0.050 0.328 0.326
H 1.276 -6.327 -0.922 -0.027 -0.070 -0.098
H 1.108 -5.376 -2.412 0.049 -0.061 0.000
H -1.098 -6.302 -0.692 -0.076 0.008 -0.041
H -1.261 -5.176 -2.048 -0.029 -0.048 -0.001
S 1.228 0.060 4.003 -0.012 0.483 -0.269
C 0.940 -1.567 3.838 0.133 0.009 0.622
N -0.243 -2.169 4.144 -0.005 -0.379 -0.176
C -0.242 -3.560 3.684 -0.100 -0.012 -0.083
C 1.255 -3.844 3.509 0.117 -0.086 0.188
N 1.853 -2.512 3.563 -0.251 -0.229 -0.390
H -1.076 -1.625 4.005 0.081 0.205 0.049
H -0.771 -3.661 2.734 -0.042 0.010 -0.050
H -0.706 -4.204 4.434 0.033 -0.035 -0.073
H 1.463 -4.338 2.566 0.040 -0.003 -0.142
H 1.651 -4.453 4.330 -0.034 0.002 -0.054
H 2.671 -2.288 3.017 0.038 0.145 0.067
F 5.911 -4.071 0.573 -0.068 0.042 0.024
C 4.690 -3.876 1.101 0.018 -0.254 0.263
F 4.842 -2.981 2.098 -0.101 0.051 -0.068
F 4.387 -5.045 1.725 -0.083 0.015 -0.073
S 3.331 -3.249 -0.225 1.522 -1.115 0.778
O 3.076 -2.017 0.477 0.253 -0.571 1.041
O 2.500 -4.549 0.232 0.062 0.466 -0.488
N 4.418 -3.282 -1.400 -0.157 0.173 -0.279
S 5.436 -2.099 -1.509 0.216 0.414 -0.556
O 5.621 -1.304 -0.332 -0.024 0.092 0.090
O 6.604 -2.490 -2.243 -0.134 -0.233 -0.132
C 4.569 -0.889 -2.716 0.492 0.075 -0.334
F 4.389 0.312 -2.149 -0.012 -0.138 0.118
F 5.313 -0.694 -3.812 0.071 -0.107 0.106
F 3.369 -1.319 -3.137 0.366 -0.236 -0.208
```
Forces are in eV/Å.